Record 1
44
Properties=species:S:1:pos:R:3 method="wB97M-V/def2-TZVPD" total_charge=-1
C 4.4666 1.5653 -0.9314
C 4.1950 1.3242 0.5360
O 4.5651 2.0570 1.4043
O 3.3513 0.2934 0.7908
C 3.8272 -1.0288 0.4460
C 2.8727 -1.7635 -0.4873
C 1.8327 -2.6422 0.2123
C 0.5442 -1.8963 0.5258
As -0.7114 -2.0377 -1.0516
O -2.1620 -1.8078 0.2461
C -3.4301 -1.5306 -0.2255
C -3.6706 -0.0505 -0.5139
N -3.4828 0.8272 0.6394
C -2.1054 1.1934 0.9490
C -1.8686 2.7104 1.1125
C -2.9636 3.5753 0.5097
O -0.5856 3.0661 0.5757
H 5.4128 2.0865 -1.0568
H 3.6612 2.2009 -1.3053
H 4.4556 0.6445 -1.5102
H 4.8250 -0.9506 0.0060
H 3.9316 -1.5534 1.3992
H 3.4704 -2.3540 -1.1890
H 2.3486 -1.0142 -1.0873
H 1.5887 -3.4923 -0.4410
H 2.2808 -3.0704 1.1189
H 0.7301 -0.8379 0.7352
H 0.0188 -2.3265 1.3783
H -0.7526 -3.6186 -0.7856
H -1.7991 -2.1761 -2.1874
H -0.6858 -0.4507 -1.2898
H 0.4672 -2.2348 -2.0943
H -3.6595 -2.0991 -1.1481
H -4.1751 -1.8467 0.5286
H -2.9914 0.2842 -1.3029
H -4.6945 0.0700 -0.8931
H -3.9004 0.3833 1.4485
H -1.7508 0.6723 1.8418
H -1.4541 0.8434 0.1410
H -1.7693 2.9559 2.1746
H -2.6112 4.6067 0.4557
H -3.2294 3.2249 -0.4907
H -3.8713 3.5400 1.1123
H -0.5209 2.6577 -0.2963

Record 2
15
Properties=species:S:1:pos:R:3 method="wB97M-V/def2-TZVPD" total_charge=0 e_above_lowest_kj_mol=25.8 smiles="NCCSC(N)=S"
N 2.1278 -0.1005 0.9006
C 1.3458 0.8741 0.1625
C 0.7376 0.3016 -1.1416
S -0.4089 -1.0568 -0.8845
C -1.8036 -0.3084 -0.0819
N -2.6008 -1.0725 0.6228
S -2.1884 1.3074 -0.2205
H 1.4773 -0.7507 1.2854
H 2.8064 -0.5504 0.2813
H 0.5723 1.2854 0.8576
H 2.0183 1.7190 -0.1096
H 1.5004 -0.0294 -1.8629
H 0.1403 1.0382 -1.6770
H -2.3308 -2.0295 0.7819
H -3.3938 -0.6274 1.0861

Record 3
68
Properties=species:S:1:pos:R:3 method="wB97M-V/def2-TZVPD" total_charge=0 e_above_lowest_kj_mol=215.0 smiles=COC[C@H](C)N.COC[C@H](C)N.COC[C@H](C)N.COC[C@H](C)N
C 0.7702 2.3462 6.9914
O 0.2629 2.4406 5.6842
C 1.2349 3.2578 4.9363
C 0.6714 3.8049 3.5781
C 0.1891 2.5219 2.7736
N 1.6175 4.5374 2.8294
H -0.0551 1.8081 7.4578
H 0.7270 3.2417 7.6114
H 1.6602 1.7728 7.2505
H 1.5792 4.1878 5.3886
H 2.0976 2.5939 4.8807
H -0.1490 4.5087 3.7179
H -0.1669 2.7835 1.7772
H -0.5726 1.9328 3.2843
H 1.0161 1.8394 2.5782
H 2.5610 4.2403 3.0333
H 1.5914 4.5254 1.8198
C 2.5549 -0.4379 0.2568
O 2.8905 0.8468 -0.1291
C 3.6324 1.4921 0.9654
C 4.1258 2.8965 0.6310
C 5.0649 3.4329 1.6964
N 3.0578 3.8772 0.3140
H 3.4538 -1.0068 0.4944
H 2.2367 -0.9282 -0.6632
H 1.8783 -0.5011 1.1090
H 3.0102 1.5312 1.8595
H 4.5573 0.9449 1.1472
H 4.6774 2.8825 -0.3090
H 4.4328 3.5792 2.5723
H 5.3976 4.4602 1.5477
H 5.9453 2.8385 1.9405
H 2.3316 3.3521 -0.1518
H 3.3478 4.6667 -0.2453
C -0.0121 2.1537 -2.1065
O -0.5350 0.7879 -1.9822
C -1.6529 0.7391 -1.1846
C -2.0338 -0.6675 -0.9100
C -0.9643 -1.3752 -0.0741
N -2.1630 -1.3410 -2.1488
H 0.7598 2.2673 -2.8677
H 0.3789 2.4583 -1.1356
H -0.8332 2.8605 -2.2262
H -1.6141 1.2741 -0.2357
H -2.4872 1.2292 -1.6864
H -2.9845 -0.6414 -0.3774
H -1.3580 -2.3613 0.1723
H -0.7346 -0.7448 0.7849
H -0.0234 -1.4036 -0.6236
H -2.5518 -0.7256 -2.8489
H -1.2200 -1.5144 -2.4663
C -2.1607 -6.1122 -6.1911
O -2.5995 -5.9451 -4.8376
C -3.3060 -4.7462 -4.5201
C -3.5977 -4.8318 -2.9874
C -4.3573 -6.0926 -2.5763
N -4.2717 -3.6339 -2.4345
H -2.8501 -6.6136 -6.8704
H -1.2866 -6.7584 -6.1110
H -1.8669 -5.1615 -6.6361
H -2.6399 -3.8997 -4.6872
H -4.1518 -4.7300 -5.2075
H -2.6326 -4.8924 -2.4844
H -5.4236 -5.9216 -2.7243
H -4.3011 -6.2404 -1.4979
H -4.0048 -6.9463 -3.1551
H -4.5156 -3.8788 -1.4855
H -3.6349 -2.8606 -2.3058

Record 4
104
Properties=species:S:1:pos:R:3 method="wB97M-V/def2-TZVPD" total_charge=-2 e_above_lowest_kj_mol=0.0
Y -0.4975 1.2013 -0.0422
C -2.6997 -1.4908 2.0427
Si -1.5703 -1.4651 0.5149
C -0.1479 -2.6435 1.1036
C -0.5067 -3.8766 1.6586
C 0.4198 -4.7282 2.2411
C 1.7547 -4.3529 2.2977
C 2.1459 -3.1491 1.7359
C 1.2161 -2.3035 1.1308
P 1.7944 -0.8187 0.2167
C 3.3597 -1.4387 -0.5219
C 4.6268 -1.3138 0.0467
C 5.7394 -1.8554 -0.5822
C 5.6148 -2.5381 -1.7848
C 4.3619 -2.6659 -2.3654
C 3.2535 -2.1127 -1.7391
C 2.3639 0.6463 1.3005
C 3.0878 2.5746 -0.1128
C 2.4553 3.6543 0.3799
C 1.5436 3.7758 1.4784
C 0.9972 2.7114 2.1198
C 1.0935 1.3412 1.7261
C -2.5492 -2.6065 -0.7222
C -3.8674 -2.9962 -0.4469
C -4.5914 -3.8150 -1.3036
C -4.0131 -4.2873 -2.4740
C -2.7146 -3.9101 -2.7820
C -2.0014 -3.0656 -1.9331
P -0.3035 -2.4997 -2.2947
C 0.3723 -3.9258 -3.2325
C 0.6107 -5.0963 -2.5044
C 1.2170 -6.1904 -3.0963
C 1.6168 -6.1331 -4.4277
C 1.3996 -4.9737 -5.1547
C 0.7803 -3.8776 -4.5623
C -0.5271 -1.2592 -3.6220
C -1.6012 -1.2283 -4.5099
C -1.6999 -0.2228 -5.4589
C -0.7256 0.7654 -5.5375
C 0.3466 0.7458 -4.6590
C 0.4407 -0.2582 -3.7046
H -2.9980 -2.5001 2.3456
H -3.5930 -0.8835 1.8819
H -2.1455 -1.0393 2.8704
H -1.5501 -4.1784 1.6359
H 0.0993 -5.6757 2.6619
H 2.4901 -4.9894 2.7759
H 3.1880 -2.8600 1.7772
H 4.7537 -0.7812 0.9805
H 6.7134 -1.7397 -0.1211
H 6.4883 -2.9640 -2.2650
H 4.2361 -3.1927 -3.3043
H 2.2837 -2.2204 -2.2052
H 3.7379 2.6832 -0.9725
H 2.6744 4.5553 -0.1857
H 1.2677 4.7746 1.7917
H 0.2883 2.8995 2.9132
H 0.9312 0.0120 3.1369
H -4.3386 -2.6565 0.4676
H -5.6069 -4.0978 -1.0475
H -4.5656 -4.9388 -3.1412
H -2.2487 -4.2730 -3.6924
H 0.3256 -5.1383 -1.4576
H 1.3933 -7.0858 -2.5126
H 2.1032 -6.9845 -4.8884
H 1.7111 -4.9150 -6.1911
H 0.6152 -2.9777 -5.1426
H -2.3814 -1.9758 -4.4367
H -2.5556 -0.1923 -6.1233
H -0.8235 1.5682 -6.2575
H 1.0849 1.5363 -4.6782
H 1.2593 -0.2413 -2.9916
O 2.4954 -0.4046 3.6676
S 3.4682 0.4003 2.8345
O 3.6081 1.7877 3.3253
O 0.2982 0.4169 2.4909
O 3.1512 1.2711 0.2960
F -2.0252 4.2917 -5.4763
C -2.4025 4.5556 -4.1914
F -1.4677 5.3464 -3.6803
F -3.5250 5.3154 -4.3128
C -2.6803 3.2899 -3.4383
C -3.8958 2.6807 -3.7122
C -4.2351 1.4766 -3.1233
C -3.2967 0.9038 -2.2825
N -2.1245 1.4638 -2.0328
C -1.7809 2.6707 -2.5408
S -0.2546 3.2510 -1.9669
H -4.5843 3.1672 -4.3925
H -5.1876 0.9990 -3.3012
H -3.4755 -0.0477 -1.7912
C -1.0445 2.2819 5.4693
C -2.2367 1.9954 4.6032
C -3.4114 1.4587 5.1248
C -4.4269 1.2257 4.2186
N -4.3106 1.4479 2.9172
C -3.1301 1.9303 2.4925
S -2.9239 2.1547 0.7698
N -2.1115 2.2504 3.3089
H -1.3418 2.5411 6.4868
H -0.4582 3.0899 5.0372
H -0.4025 1.3987 5.5132
H -3.5256 1.2482 6.1798
H -5.3830 0.8269 4.5502

Number 1: HOMO -3.660 eV, frontier orbital gap 6.6355 eV, maximum force 0.581 eV/Å. Number 2: HOMO -8.453 eV, frontier orbital gap 9.0002 eV, maximum force 2.685 eV/Å. Number 3: HOMO -8.628 eV, frontier orbital gap 9.3306 eV, maximum force 3.566 eV/Å. Number 4: HOMO -1.086 eV, frontier orbital gap 5.0069 eV, maximum force 0.678 eV/Å.